[1]
The following is a quantum chemistry calculation of an isolated molecule of C3H2N4O in a non-equilibrium geometry, from the OMol25 dataset.

```
10
C3H2N4O, DFT the ωB97M-V functional and the def2-TZVPD basis
O -2.0059 -0.5093 0.2019
C -0.8020 -0.2286 0.0308
C -0.6538 1.2801 -0.1307
N 0.4855 1.9121 0.0745
N 1.2084 0.7759 0.5994
N 1.8493 0.1583 -0.2788
N 1.4786 -1.4088 0.1052
C 0.2309 -1.3569 0.0758
H -1.5962 1.7080 -0.4283
H -0.1949 -2.3307 -0.2498
```

## Properties
- E_HOMO (eV) = -10.255
- calculated total energy (hartree) = -409.5620
- SMILES = O=c1cnnnnc1
- spin multiplicity = 1
- ΔE to the lowest compared entry with this formula, charge and spin (kcal per mole) = 104.3
- E_LUMO (eV) = -1.645

=====

[2]
The following is a quantum chemistry calculation of a structure of composition C6H12 in a non-equilibrium geometry, from the OMol25 dataset.

```
18
C6H12, DFT the ωB97M-V functional and the def2-TZVPD basis
C -2.1294 -0.0227 -1.0101
C -0.8179 -0.7873 -0.8453
C 0.2378 0.1074 -0.1978
C 1.0198 0.8398 -1.1328
C 0.2664 0.2911 1.2229
C 1.4272 -0.3327 1.9840
H -2.9511 -0.6973 -1.2518
H -2.3210 0.4875 -0.0641
H -2.1250 0.6560 -1.8602
H -0.4505 -1.1029 -1.8230
H -0.9627 -1.6921 -0.2496
H 1.7744 1.4930 -0.7105
H 0.6540 1.1534 -2.1116
H -0.0381 1.2708 1.5925
H 1.2939 -0.4191 -0.8016
H 1.4275 -0.1538 3.0512
H 1.3865 -1.4085 1.7689
H 2.3582 0.0791 1.5760
```

## Properties
- E_HOMO (eV) = -6.138
- calculated total energy (hartree) = -235.6050
- spin multiplicity = 1
- ΔE to the lowest compared entry with this formula, charge and spin (kcal per mole) = 133.8
- E_LUMO (eV) = 0.347

=====

[3]
The following is a quantum chemistry calculation of a cluster of 10 separate species, C38H60Cl8N8 in total in a non-equilibrium geometry, from the OMol25 dataset.

```
114
C38H60Cl8N8, DFT the ωB97M-V functional and the def2-TZVPD basis
Cl 4.5501 -0.0528 -1.3352
C 6.1264 -0.8306 -1.5334
Cl 6.0978 -2.3997 -0.7373
Cl 6.4687 -1.0263 -3.2648
Cl 7.3935 0.1996 -0.8572
Cl 0.1969 -1.9531 -3.8091
C 1.9603 -2.0498 -4.1863
Cl 2.7521 -3.0244 -2.9669
Cl 2.1593 -2.7399 -5.7854
Cl 2.5969 -0.4107 -4.1276
C 0.2292 -1.0623 5.6194
C 1.4522 -0.5152 5.1038
C 1.2942 -0.4358 3.7515
N 0.0662 -0.9207 3.4025
C -0.5923 -1.2770 4.5514
H -0.0176 -1.2344 6.6536
H 2.3202 -0.1920 5.6524
H 1.9808 -0.1028 2.9962
H -0.2649 -0.9983 2.4529
H -1.6057 -1.6427 4.5091
C 1.1799 -0.3683 0.1268
C 0.0221 0.3560 0.4987
C -1.0715 -0.4523 0.2695
N -0.5988 -1.6503 -0.2076
C 0.7618 -1.5931 -0.3178
H 2.1829 0.0146 0.2214
H -0.0343 1.3551 0.8998
H -2.1272 -0.2755 0.3938
H -1.1681 -2.4780 -0.4067
H 1.2625 -2.4291 -0.7753
C 4.4707 -0.3835 2.1215
C 5.8549 -0.3983 2.4026
C 6.2056 -1.7064 2.6186
N 5.0903 -2.4780 2.4353
C 4.0145 -1.6767 2.1469
H 3.8533 0.4788 1.9224
H 6.5566 0.4191 2.3996
H 7.1725 -2.1575 2.7653
H 5.1053 -3.4762 2.3343
H 3.0324 -2.0703 1.9508
C -0.9512 2.7664 3.3503
C -2.0650 2.3983 2.5500
C -3.1010 3.2481 2.8323
N -2.6697 4.0822 3.8301
C -1.3652 3.8034 4.1458
H 0.0029 2.2675 3.2936
H -2.0851 1.6466 1.7790
H -4.1032 3.3262 2.4482
H -3.2255 4.7674 4.3074
H -0.9006 4.3560 4.9452
C 3.9528 3.3128 1.0947
C 2.5936 3.2361 1.4833
C 2.3219 4.3618 2.2220
N 3.4338 5.1496 2.2136
C 4.4424 4.5238 1.5234
H 4.5561 2.6376 0.5063
H 1.9180 2.4054 1.3609
H 1.4034 4.7216 2.6564
H 3.5436 6.0553 2.6310
H 5.4323 4.9426 1.4726
C -4.9444 -0.0931 -1.2140
C -5.9777 -0.7814 -0.5454
C -7.1627 -0.1876 -0.9223
N -6.8565 0.8028 -1.8136
C -5.5031 0.8723 -2.0116
H -3.8943 -0.3384 -1.1617
H -5.8742 -1.6129 0.1318
H -8.1762 -0.2665 -0.5678
H -7.5106 1.4074 -2.2767
H -5.0230 1.5854 -2.6576
C 0.0122 3.2012 -5.5293
C 0.7895 3.1880 -4.2306
N -0.0523 2.8442 -3.0810
C -0.3522 1.4078 -3.0690
C -1.8458 1.1643 -2.8510
C 0.5997 3.1920 -1.8150
C 1.0104 4.6398 -1.6150
H -0.6041 2.3047 -5.6215
H 0.6729 3.2917 -6.3916
H -0.6744 4.0500 -5.5598
H 1.6437 2.4891 -4.2782
H 1.2304 4.1672 -4.0573
H 0.0393 0.9241 -3.9656
H 0.1828 0.8917 -2.2594
H -2.4322 1.7223 -3.5805
H -2.1082 0.1086 -2.9806
H -2.0715 1.4425 -1.8217
H 1.4847 2.5489 -1.6518
H -0.0844 2.9505 -0.9966
H 0.1409 5.2990 -1.5889
H 1.7473 5.0427 -2.3083
H 1.4994 4.6881 -0.6380
C -2.8732 -3.4540 1.9701
C -2.5581 -4.5987 1.0251
N -2.2238 -4.1481 -0.3343
C -3.4526 -3.7383 -1.0171
C -3.2038 -3.1285 -2.3994
C -1.5037 -5.1873 -1.0744
C -0.0704 -5.3587 -0.6010
H -2.9073 -3.7985 3.0073
H -3.8198 -2.9617 1.7553
H -2.0712 -2.7123 1.9849
H -1.7580 -5.1979 1.4587
H -3.4148 -5.2892 0.9607
H -4.2297 -4.5161 -1.0016
H -3.8866 -2.9276 -0.4225
H -4.0150 -2.4576 -2.6692
H -2.2382 -2.6254 -2.4376
H -3.1620 -3.9429 -3.1284
H -1.5003 -4.9201 -2.1306
H -2.0504 -6.1434 -1.0041
H 0.0504 -5.3431 0.4792
H 0.5691 -4.5818 -1.0294
H 0.3503 -6.2856 -0.9977
```

## Properties
- E_HOMO (eV) = -7.627
- calculated total energy (hartree) = -5603.4432
- SMILES = ClC(Cl)(Cl)Cl.ClC(Cl)(Cl)Cl.c1cc[nH]c1.c1cc[nH]c1.c1cc[nH]c1.c1cc[nH]c1.c1cc[nH]c1.c1cc[nH]c1.CCN(CC)CC.CCN(CC)CC
- spin multiplicity = 1
- E_LUMO (eV) = 0.265

=====

Q: The lowest E_LUMO belongs to which entry?
A: C3H2N4O

=====

Q: Which formula does entry 2 have?
A: C6H12